# 1
This record from the OMol25 dataset describes a 2-piece molecular cluster, C3H7O2 overall at a distorted geometry. The level of theory is ωB97M-V with the def2-TZVPD basis set.

Geometry as XYZ:
```
12
Properties=species:S:1:pos:R:3:nbo_charge:R:1
C -0.20 -2.03 1.36 -0.845
H -0.95 -2.46 2.07 0.164
H 0.81 -2.43 1.63 0.183
H -0.21 -0.92 1.45 0.266
H -0.46 -2.33 0.33 0.220
O 1.11 0.04 -0.33 -0.786
C 0.04 0.71 -0.48 0.753
O -1.17 0.39 -0.19 -0.804
C 0.21 2.01 -1.30 -0.731
H -0.22 1.91 -2.34 0.196
H -0.30 2.86 -0.83 0.190
H 1.32 2.24 -1.37 0.193
```

As for the multiplicity: 1. Its HOMO energy is -3.862 eV. Its energy above the lowest of the compared OMol25 structures with the same formula, charge and spin is 6.43 kcal/mol. As for the charge: -1. The maximum force is 1.805 eV Å⁻¹.

---

# 2
This record from the OMol25 dataset describes a 2-piece molecular cluster, C4H9NS overall at a distorted geometry. The level of theory is ωB97M-V with the def2-TZVPD basis set.

Geometry as XYZ:
```
15
Properties=species:S:1:pos:R:3:nbo_charge:R:1
C 1.93 0.71 -0.65 0.088
C 1.11 0.76 -1.54 -0.304
C 2.66 0.48 0.51 -0.704
C -2.36 -1.43 0.78 -0.418
N -1.24 -0.62 0.28 -0.910
S -1.51 0.89 -0.16 0.646
H -0.21 1.14 -0.44 0.157
H 0.61 0.75 -2.40 0.230
H 2.18 0.70 1.45 0.253
H 3.14 -0.43 0.48 0.249
H 3.57 1.20 0.52 0.233
H -3.30 -1.16 0.36 0.167
H -2.25 -2.44 0.55 0.195
H -2.63 -1.38 1.95 0.156
H -1.70 0.83 -1.68 -0.038
```

As for the multiplicity: 1. Its HOMO energy is -7.754 eV. Its energy above the lowest of the compared OMol25 structures with the same formula, charge and spin is 144.12 kcal/mol. As for the charge: 0. The maximum force is 4.888 eV Å⁻¹.

---

# 3
This record from the OMol25 dataset describes C3H4IN as an isolated structure at a distorted geometry. The level of theory is ωB97M-V with the def2-TZVPD basis set.

Geometry as XYZ:
```
9
Properties=species:S:1:pos:R:3:nbo_charge:R:1
C -0.83 -0.03 1.48 0.017
C 0.80 1.39 0.12 0.223
C -0.39 -0.68 0.22 -0.431
N 0.46 0.33 -0.28 -0.266
I 1.54 -0.42 -2.60 -0.427
H -1.93 -0.13 1.64 0.114
H 1.43 2.13 -0.45 0.246
H -0.01 -1.76 0.42 0.291
H -1.07 -0.83 -0.55 0.233
```

As for the multiplicity: 1. Its HOMO energy (spin up / spin down) is -8.182 / -8.241 eV. Its energy above the lowest of the compared OMol25 structures with the same formula, charge and spin is 153.93 kcal/mol. As for the charge: 0. The maximum force is 2.401 eV Å⁻¹.

---

# 4
This record from the OMol25 dataset describes one molecule with the formula C10H11NO4 at a distorted geometry. The level of theory is ωB97M-V with the def2-TZVPD basis set.

Geometry as XYZ:
```
26
Properties=species:S:1:pos:R:3:nbo_charge:R:1
C 0.22 2.29 -0.85 -0.666
C 0.09 1.66 0.56 0.181
C 1.06 0.50 0.86 0.039
O 2.31 1.02 0.58 -0.689
C 0.66 -0.76 0.06 -0.021
C 1.59 -1.65 -0.43 -0.210
C 1.19 -2.84 -1.04 -0.181
C -0.10 -3.11 -1.39 -0.216
C -1.03 -2.19 -0.90 -0.159
C -0.68 -1.06 -0.17 -0.161
C -1.79 -0.35 0.53 0.414
O -2.80 0.00 0.00 -0.525
N -0.79 2.15 1.41 0.335
O -1.02 1.76 2.60 -0.548
O -1.61 3.19 1.02 -0.517
H 1.08 1.84 -1.39 0.237
H 0.29 3.37 -0.95 0.243
H -0.64 2.00 -1.44 0.235
H 0.86 0.29 2.00 0.221
H 2.95 0.41 0.94 0.478
H 2.63 -1.35 -0.44 0.211
H 1.92 -3.59 -1.31 0.211
H -0.29 -4.02 -1.90 0.224
H -1.98 -2.05 -1.34 0.225
H -1.68 -0.34 1.62 0.145
H -2.44 2.83 1.38 0.494
```

As for the multiplicity: 1. Its HOMO energy is -9.016 eV. Its energy above the lowest of the compared OMol25 structures with the same formula, charge and spin is 124.91 kcal/mol. Its SMILES is C/C([C@H](O)c1ccccc1C=O)=[N+](/[O-])O. As for the charge: 0. The maximum force is 3.486 eV Å⁻¹.

---

# 5
This record from the OMol25 dataset describes one molecule with the formula C4H6N2 at a distorted geometry. The level of theory is ωB97M-V with the def2-TZVPD basis set.

Geometry as XYZ:
```
12
Properties=species:S:1:pos:R:3:nbo_charge:R:1
H -0.47 -0.78 3.24 0.318
N -0.94 -0.14 2.53 -0.639
C -0.01 -0.01 1.46 0.370
N 1.12 -1.01 1.60 -0.877
C -0.17 0.59 0.18 -0.110
C -0.36 0.77 -0.99 0.102
C -0.57 0.88 -2.44 -0.718
H 1.35 -1.13 2.60 0.385
H 1.95 -1.32 0.83 0.415
H -0.51 -0.32 -2.98 0.235
H -1.58 1.04 -2.89 0.259
H 0.19 1.44 -3.14 0.259
```

As for the multiplicity: 1. Its HOMO energy is -8.825 eV. Its energy above the lowest of the compared OMol25 structures with the same formula, charge and spin is 110.48 kcal/mol. Its SMILES is [H]/N=C(\N)C#CC. As for the charge: 0. The maximum force is 7.071 eV Å⁻¹.

---

- Which of these has the highest maximum force?
  C4H6N2